ORCA calculation (wB97M-V/def2-TZVPD) on a 6-piece molecular cluster, C17H27BrFN6O10 overall in a non-equilibrium geometry.

Last columns: bonded neighbours and bond lengths (Å).
CARTESIAN COORDINATES (ANGSTROEM)
1 F -0.0942 1.0775 3.9586  C2 1.410
2 C -0.1298 0.0142 3.0326  F1 1.410, N3 1.451, C11 1.549
3 N -0.9762 -1.1324 3.3063  C2 1.451, C4 1.445, H16 1.038
4 C -1.0808 -2.3057 2.4688  N3 1.445, C5 1.560, H17 1.150
5 C -0.2829 -2.4249 1.1338  C4 1.560, C6 1.561, C10 1.591
6 C -0.3072 -3.6461 0.1622  C5 1.561, C7 1.562, H18 1.151
7 C 0.4708 -3.7235 -1.1896  C6 1.562, C8 1.564, H19 1.145
8 C 1.3665 -2.5115 -1.6067  C7 1.564, C9 1.571, H20 1.154
9 C 1.4135 -1.2723 -0.6426  C8 1.571, C10 1.555, H21 1.152
10 C 0.6426 -1.2030 0.7063  C5 1.591, C9 1.555, C11 1.585
11 C 0.6970 0.0115 1.7227  C2 1.549, C10 1.585, C12 1.619
12 C 1.6653 1.2513 1.3396  C11 1.619, C13 1.615, H22 1.143, H23 1.163
13 C 3.1738 0.6755 1.3470  C12 1.615, C14 1.609, H24 1.144, H25 1.159
14 C 4.2105 1.4880 2.2715  C13 1.609, Br15 2.023, H26 1.147, H27 1.153
15 Br 3.9707 0.7442 4.1374  C14 2.023
16 H -1.5157 -1.1097 4.1922  N3 1.038
17 H -1.7768 -3.1588 2.8005  C4 1.150
18 H -0.9324 -4.5736 0.4343  C6 1.151
19 H 0.4446 -4.6291 -1.8898  C7 1.145
20 H 1.9922 -2.4894 -2.5756  C8 1.154
21 H 2.0955 -0.4002 -0.9618  C9 1.152
22 H 1.5000 2.1736 1.9938  C12 1.143
23 H 1.3752 1.5216 0.2460  C12 1.163
24 H 3.5363 0.6462 0.2628  C13 1.144
25 H 3.1721 -0.4141 1.7427  C13 1.159
26 H 4.0705 2.6260 2.2365  C14 1.147
27 H 5.2624 1.2742 1.8513  C14 1.153
28 C -1.8541 -6.9300 -3.2775  N29 1.487, H32 1.089, H33 1.090, H34 1.090
29 N -1.6732 -6.3892 -1.9046  C28 1.487, O30 1.223, O31 1.221
30 O -0.6656 -6.7219 -1.2964  N29 1.223
31 O -2.5478 -5.6489 -1.4831  N29 1.221
32 H -1.0054 -7.5683 -3.5180  C28 1.089
33 H -2.7814 -7.5019 -3.2857  C28 1.090
34 H -1.9056 -6.0825 -3.9605  C28 1.090
35 C 0.7506 3.2805 -2.5978  N36 1.486, H39 1.089, H40 1.090, H41 1.089
36 N 2.0498 2.5664 -2.4903  C35 1.486, O37 1.228, O38 1.216
37 O 2.1359 1.6707 -1.6552  N36 1.228
38 O 2.9369 2.9236 -3.2408  N36 1.216
39 H 0.0566 2.8588 -1.8724  C35 1.089
40 H 0.9363 4.3334 -2.3872  C35 1.090
41 H 0.3809 3.1388 -3.6128  C35 1.089
42 C -3.3265 -1.3753 -0.5793  N43 1.484, H46 1.089, H47 1.090, H48 1.090
43 N -3.2842 -0.7996 -1.9461  C42 1.484, O44 1.222, O45 1.221
44 O -2.2037 -0.7888 -2.5176  N43 1.222
45 O -4.3362 -0.3776 -2.3989  N43 1.221
46 H -2.3266 -1.7096 -0.3062  C42 1.089
47 H -3.6687 -0.5911 0.0963  C42 1.090
48 H -4.0218 -2.2145 -0.5973  C42 1.090
49 C -6.3693 2.4631 0.3366  N50 1.486, H53 1.089, H54 1.090, H55 1.090
50 N -5.0795 1.7334 0.4486  C49 1.486, O51 1.225, O52 1.222
51 O -5.0092 0.8397 1.2831  N50 1.225
52 O -4.1817 2.0820 -0.3036  N50 1.222
53 H -7.0701 2.0504 1.0604  C49 1.089
54 H -6.1716 3.5138 0.5467  C49 1.090
55 H -6.7376 2.3250 -0.6795  C49 1.090
56 C 5.3346 5.8005 1.5786  N57 1.485, H60 1.089, H61 1.089, H62 1.090
57 N 3.9228 5.7367 1.1210  C56 1.485, O58 1.220, O59 1.220
58 O 3.7154 5.2662 0.0143  N57 1.220
59 O 3.0752 6.1596 1.8898  N57 1.220
60 H 5.9759 5.3923 0.7991  C56 1.089
61 H 5.5747 6.8466 1.7656  C56 1.089
62 H 5.4107 5.2080 2.4899  C56 1.090

Properties
HOMO-LUMO gap ... 6.93 eV
HOMO energy ... -11.6433 eV
LUMO ... -4.7 eV
Charge ... +1